# 1
Density functional theory data (ωB97M-V with the def2-TZVPD basis set) for a molecular structure, C22H37AlIO15.

Positions of all 76 atoms, in Å:
C: 4.83820 -3.62216 -2.38834
C: 3.58495 -2.91100 -1.77665
Al: 1.91368 -3.98120 -2.22684
I: 0.18382 -2.33909 -3.36518
H: 5.33250 -2.98881 -3.13683
H: 4.59059 -4.59061 -2.84158
H: 5.59687 -3.83539 -1.61867
H: 3.49070 -1.94036 -2.28860
H: 3.73955 -2.72276 -0.70672
H: 2.31567 -5.06586 -3.34119
H: 1.19222 -4.65411 -0.98385
C: -1.28792 -5.99153 2.62954
C: -1.28884 -6.39998 1.17811
C: -1.58227 -7.85814 0.92757
O: -0.92756 -8.08455 -0.32042
C: 0.11236 -7.18939 -0.39696
O: 0.95922 -7.21946 -1.22110
O: 0.01793 -6.27414 0.60169
H: -0.79387 -5.02805 2.75321
H: -2.30805 -5.91725 3.00792
H: -0.74133 -6.71303 3.24136
H: -1.96229 -5.75257 0.60950
H: -2.64676 -8.07227 0.84855
H: -1.13594 -8.51896 1.67736
C: 1.10920 3.97797 -0.62010
C: 0.41288 2.89858 -1.40440
C: -0.39137 1.94296 -0.56316
O: -0.39796 0.76286 -1.36857
C: 0.74093 0.78259 -2.12555
O: 1.12973 -0.12859 -2.76747
O: 1.35263 2.01061 -2.02448
H: 1.89104 4.44828 -1.21890
H: 0.40194 4.74204 -0.30171
H: 1.59261 3.56871 0.26872
H: -0.19332 3.34298 -2.20142
H: -1.40451 2.29140 -0.38175
H: 0.08430 1.70626 0.39223
C: 4.84184 2.75149 -0.55934
C: 5.41331 3.53206 0.59664
C: 5.05314 4.99534 0.61475
O: 6.15020 5.56439 1.34063
C: 7.22500 4.75627 1.13516
O: 8.33864 5.02931 1.44454
O: 6.85150 3.60226 0.52956
H: 5.35983 1.80080 -0.67962
H: 3.78169 2.55485 -0.40402
H: 4.95679 3.29430 -1.49930
H: 5.15394 3.04529 1.54142
H: 4.11066 5.19746 1.11962
H: 5.03107 5.44288 -0.38199
C: -5.09632 6.08222 1.24189
C: -3.85486 5.31486 0.86175
C: -3.84355 3.87022 1.28996
O: -2.43888 3.59958 1.39530
C: -1.82900 4.78305 1.68735
O: -0.69401 4.89492 2.01703
O: -2.69631 5.81808 1.55077
H: -4.92007 7.15491 1.16882
H: -5.92761 5.81611 0.58935
H: -5.38602 5.87525 2.27332
H: -3.66684 5.41484 -0.21149
H: -4.31019 3.20635 0.56488
H: -4.29830 3.70799 2.26982
C: -4.72506 -0.18237 -0.28015
C: -3.97281 -1.26937 0.44670
C: -3.20738 -2.21100 -0.44292
O: -3.16093 -3.40111 0.36353
C: -4.24710 -3.38471 1.16368
O: -4.61265 -4.30114 1.83002
O: -4.87400 -2.17641 1.11035
H: -5.47206 0.27012 0.37438
H: -4.03871 0.59179 -0.62535
H: -5.25734 -0.58208 -1.14433
H: -3.32711 -0.82990 1.21359
H: -2.20409 -1.85863 -0.67849
H: -3.72792 -2.44625 -1.37314

**E_LUMO**: 1.377 eV
**HOMO**: -3.671 eV
**E_tot**: -68826.9229 eV
**Charge**: -1

***

# 2
Density functional theory data (ωB97M-V with the def2-TZVPD basis set) for a molecular structure, C22H37AsN3PtSSi2.

Positions of all 67 atoms, in Å:
Pt: -0.05938 -0.66358 -0.26500
C: 0.64753 1.77178 -2.60359
Si: -0.59249 2.15966 -1.26808
C: 0.27316 2.72631 0.28435
C: -1.69838 3.53765 -1.86162
C: -1.64176 0.62407 -0.92794
C: -2.00629 -0.05149 -2.21454
C: -3.01259 0.32029 -3.10487
C: -3.19036 -0.42675 -4.25674
C: -2.36699 -1.51755 -4.50407
C: -1.38264 -1.81289 -3.58089
N: -1.20996 -1.09601 -2.46669
Si: -3.00474 0.46491 0.37780
C: -2.42936 1.08955 2.03346
C: -4.48623 1.48655 -0.10792
C: -3.47851 -1.33421 0.48056
H: 1.36788 2.59015 -2.70719
H: 0.14348 1.64612 -3.56887
H: 1.19759 0.85149 -2.39763
H: 0.95744 3.55129 0.05393
H: 0.84791 1.91120 0.72821
H: -0.45674 3.08197 1.01963
H: -1.11797 4.44690 -2.05664
H: -2.46552 3.77977 -1.11879
H: -2.20134 3.25799 -2.79411
H: -3.62880 1.18533 -2.89412
H: -3.96456 -0.15753 -4.96550
H: -2.47786 -2.11791 -5.39761
H: -0.69796 -2.63997 -3.73815
H: -2.28497 2.17565 2.01489
H: -1.49828 0.60401 2.33703
H: -3.19354 0.86479 2.78561
H: -4.21919 2.54269 -0.21219
H: -5.24457 1.40892 0.67918
H: -4.94694 1.15155 -1.04118
H: -2.58573 -1.95405 0.59205
H: -4.00003 -1.65108 -0.42948
H: -4.13722 -1.52964 1.33249
N: 2.03930 -4.28651 -0.81526
C: 0.96537 -3.48775 -0.95274
N: 1.28422 -2.21889 -0.86220
C: 2.66488 -2.17858 -0.62741
C: 3.51837 -1.09196 -0.46149
C: 4.85345 -1.36465 -0.25480
C: 5.33586 -2.68732 -0.21367
C: 4.49753 -3.76872 -0.38733
C: 3.15166 -3.47928 -0.59994
H: 2.02655 -5.29087 -0.86402
H: -0.03058 -3.86077 -1.13854
H: 3.13244 -0.08020 -0.49995
H: 5.55400 -0.54726 -0.13253
H: 6.39205 -2.85931 -0.05018
H: 4.87132 -4.78591 -0.36310
C: 1.53214 -0.47391 5.15433
As: 1.46600 0.36173 3.42994
C: 3.25605 0.90069 3.00274
C: 0.52601 2.00698 3.73410
S: 0.74429 -1.10791 2.08322
H: 2.01121 0.19401 5.86917
H: 2.08806 -1.40309 5.07196
H: 0.51389 -0.68896 5.46726
H: 3.69078 1.41980 3.85635
H: 3.22848 1.56418 2.14097
H: 3.83259 0.01197 2.76086
H: 0.95174 2.42117 4.64896
H: -0.53643 1.81725 3.86514
H: 0.68469 2.68612 2.90236

**Energy above the lowest of the compared OMol25 structures with the same formula, charge and spin**: 0.602 eV
**E_LUMO (spin up / spin down)**: -1.856 / -4.115 eV
**HOMO (spin up / spin down)**: -9.816 / -11.016 eV
**2S+1**: 3
**E_tot**: -118556.9082 eV
**<S²>**: 2.0073
**Charge**: +1

***

# 3
Density functional theory data (ωB97M-V with the def2-TZVPD basis set) for a molecular structure, C22H37ClN3O5Sc.

Positions of all 69 atoms, in Å:
O: 0.87775 0.06948 -1.45153
C: -0.12297 0.16262 -2.32400
C: -0.06437 1.52496 -3.03188
C: 0.65957 2.56931 -2.46453
H: 1.09833 2.40982 -1.47899
C: 0.85946 3.75445 -3.16945
H: 1.46679 4.54059 -2.71109
C: 0.28145 3.89814 -4.43879
H: 0.43025 4.82834 -4.99209
C: -0.48957 2.86713 -4.99394
H: -0.94978 2.98284 -5.98169
C: -0.65259 1.67110 -4.28772
H: -1.24156 0.83583 -4.68358
H: -0.06376 -0.60999 -3.11710
C: -2.10456 -1.61101 -1.81268
C: -1.59633 -0.20416 -1.56375
H: -2.92705 -1.64686 -2.55253
H: -2.55691 -1.99295 -0.88026
H: -1.32437 -2.30518 -2.15408
C: -2.44708 0.84136 -1.40022
C: -3.93314 0.73464 -1.52515
H: -2.06665 1.85109 -1.22214
H: -4.27416 1.13068 -2.49400
H: -4.42624 1.30898 -0.73238
H: -4.28421 -0.30431 -1.45949
Sc: -0.75485 -0.61162 0.54364
Cl: -3.04083 -0.45692 1.28688
C: -1.11457 0.16412 3.45594
O: -0.49059 -0.57612 2.63548
N: -1.11156 -0.09100 4.74822
C: -0.45791 -1.29238 5.25497
C: -1.91169 0.69114 5.68159
H: -1.70036 1.02959 3.09887
H: 0.20679 -1.70228 4.49148
H: -1.20409 -2.04518 5.54168
H: 0.10817 -1.03327 6.15375
H: -2.22477 1.61736 5.18425
H: -1.30706 0.92406 6.56605
H: -2.80210 0.12647 5.99697
H: 4.84205 1.20149 -1.12459
H: 4.64828 1.94784 1.08181
C: 3.75609 1.26911 -1.25921
C: 3.56310 1.80942 1.16875
N: 3.09592 1.04114 0.01841
H: 3.41427 0.51140 -1.96907
C: 2.32249 -0.04463 0.19157
O: 1.41733 -0.11326 1.07017
H: 3.34243 1.28010 2.10245
H: 2.62492 -0.91542 -0.40509
H: 3.51573 2.26875 -1.64484
H: 3.09875 2.80449 1.19123
H: -0.03749 -5.82460 1.17532
H: 2.11302 -5.94688 -0.49842
C: -0.49281 -5.34981 0.29450
C: 1.52029 -5.31266 -1.17171
N: 0.51030 -4.56466 -0.42700
H: -1.32712 -4.71186 0.59510
C: 0.57635 -3.25091 -0.32879
O: -0.25964 -2.57502 0.36311
H: 2.17602 -4.60147 -1.68259
H: 1.37864 -2.75382 -0.89790
H: -0.83959 -6.14754 -0.37180
H: 1.03856 -5.96697 -1.90859
C: 0.56588 2.99371 2.15743
C: -0.18560 2.82645 0.98454
O: -1.02793 3.00297 0.19458
H: 1.06249 2.02389 2.36257
H: 1.32472 3.78942 1.99519
H: -0.08033 3.25843 3.02612

**E_LUMO (spin up / spin down)**: 0.396 / 0.363 eV
**HOMO (spin up / spin down)**: -5.943 / -3.401 eV
**E_tot**: -71342.8074 eV

***

# 4
Density functional theory data (ωB97M-V with the def2-TZVPD basis set) for a molecular structure, C22H37N2O2S2.

Positions of all 65 atoms, in Å:
C: 0.39823 -1.43929 0.50756
C: 0.13635 0.05893 0.95863
S: -0.37434 1.19786 -0.38986
C: 1.06994 2.12267 -1.08059
C: 2.35682 1.24348 -0.79100
C: 3.17467 1.59257 0.35335
C: 4.39042 0.75394 0.69418
C: 5.25286 1.14717 1.93709
O: 4.72570 1.86179 2.82700
O: 6.49377 0.75124 2.09062
C: 4.68039 -0.39994 -0.16574
C: 3.84488 -0.72760 -1.36206
N: 3.95865 -1.73343 -2.31019
S: 2.71679 -1.59829 -3.40465
N: 1.87196 -0.25336 -2.84776
C: 2.61878 0.10286 -1.73108
H: 1.45883 -1.78584 0.71579
H: 0.25372 -1.60560 -0.60339
H: -0.27241 -2.11747 1.12115
H: -0.73282 0.02686 1.68559
H: 1.02233 0.41471 1.55936
H: 0.98169 2.22879 -2.20519
H: 1.20420 3.15819 -0.66804
H: 2.86066 2.48986 0.95241
H: 5.55178 -1.05142 0.07624
C: -1.84319 -7.70411 3.96230
C: -2.05870 -6.22723 3.65344
C: -1.17125 -5.71263 2.52001
C: 0.33410 -5.78135 2.79060
C: 0.80421 -5.03092 4.03726
C: 0.54567 -3.53096 3.96783
H: -0.82307 -7.90190 4.29763
H: -2.51976 -8.02665 4.75765
H: -2.04194 -8.31846 3.08035
H: -1.90347 -5.63654 4.56037
H: -3.10588 -6.08040 3.36923
H: -1.45421 -4.67963 2.29427
H: -1.38611 -6.28712 1.61204
H: 0.86058 -5.38319 1.91653
H: 0.64258 -6.82867 2.87377
H: 1.88014 -5.19382 4.15474
H: 0.33300 -5.44406 4.93472
H: 1.04983 -3.08980 3.10500
H: 0.92611 -3.04106 4.86666
H: -0.52126 -3.30688 3.89675
C: -3.48403 4.77889 -5.55183
C: -3.14340 5.98729 -4.68776
C: -1.71336 5.95843 -4.14821
C: -1.39219 4.78284 -3.22123
C: -2.28661 4.66637 -1.98663
C: -2.18002 5.86586 -1.05272
H: -3.42000 3.84716 -4.98638
H: -4.50449 4.86294 -5.93385
H: -2.80783 4.71037 -6.40776
H: -3.86155 6.06522 -3.86684
H: -3.26957 6.89285 -5.29051
H: -1.51664 6.89978 -3.62502
H: -1.01564 5.93380 -4.99271
H: -0.34946 4.87311 -2.89740
H: -1.44958 3.84675 -3.78575
H: -1.99766 3.76749 -1.43306
H: -3.33076 4.52161 -2.28090
H: -1.15210 5.99871 -0.70619
H: -2.81405 5.71826 -0.17561
H: -2.50226 6.78899 -1.54021

**E_LUMO**: 1.718 eV
**HOMO**: -4.528 eV
**E_tot**: -52160.1165 eV
**Charge**: -1

***

Calculated max |F|, 3.47 0.50 4.05 4.31 eV/A (same order as the records).